No. 1
C10H28LiN2O4 | the ωB97M-V functional and the def2-TZVPD basis

Geometry (Å):
Li 1.5318 2.0986 10.7627
C -2.4026 3.4002 11.3601
C -0.8951 3.4049 11.1575
C -0.1580 4.0883 12.2480
O 1.2288 3.8585 12.0466
C 2.0299 4.6195 12.9314
N -0.4850 1.9874 10.9119
H -2.7049 2.8065 12.2228
H -2.9280 2.9635 10.5108
H -2.7853 4.4163 11.4557
H -0.6650 3.8906 10.2092
H -0.4134 3.5869 13.1815
H -0.4123 5.1481 12.2400
H 3.0761 4.4659 12.6668
H 1.8706 4.2738 13.9528
H 1.9374 5.7027 12.8522
H -0.6284 1.3931 11.7159
H -1.2074 1.7206 10.2584
C 3.8228 -0.7088 11.5478
C 2.3620 -0.5890 11.1971
C 1.5550 -1.9028 11.0550
O 2.1032 -2.7186 10.0287
C 1.3671 -3.8671 9.5643
N 1.8376 0.3749 12.2244
H 4.3851 -1.3914 10.9106
H 3.8867 -1.0825 12.5697
H 4.4475 0.1830 11.5986
H 2.2823 -0.1374 10.2082
H 0.4894 -1.6834 10.9880
H 1.6251 -2.4453 11.9978
H 1.3542 -4.5761 10.3921
H 1.8417 -4.4564 8.7798
H 0.3267 -3.6079 9.3681
H 0.9239 -0.0265 12.3799
H 2.2913 0.2282 13.1148
C 2.5700 3.3941 8.8392
C 3.8135 2.8310 9.4882
O 3.4727 2.5511 10.7643
O 1.6404 2.3338 8.7262
H 2.7640 3.6328 7.7935
H 2.2232 4.2504 9.4176
H 4.5008 3.6768 9.4731
H 4.2287 1.9924 8.9292
H 4.2615 2.7583 11.2707
H 1.4819 2.0810 7.8137

Atomic forces in eV per Å
-0.03 -0.25 0.61
-0.30 0.68 0.04
-0.99 -1.06 -0.95
0.43 -0.87 0.31
0.06 0.70 -0.55
0.87 -0.30 0.04
0.21 0.64 -0.04
0.15 0.13 0.22
0.18 0.01 -0.18
-0.13 0.01 0.19
0.01 0.26 -0.06
-0.30 0.40 0.48
0.08 0.07 0.27
-0.04 -0.42 0.02
-0.01 0.21 0.15
-0.75 0.05 -0.05
-0.24 0.15 0.46
0.29 -0.66 -0.38
1.06 -1.28 0.20
0.81 0.87 -0.34
0.87 -0.83 0.92
0.13 0.69 -0.99
-0.29 0.04 2.03
-1.25 -1.04 -1.14
-0.24 -0.19 -0.04
0.04 -0.45 0.11
-0.69 0.51 -0.40
-0.06 0.37 -0.17
-0.28 0.16 -0.75
0.14 -0.24 0.42
-0.26 -0.19 0.27
0.25 1.00 -0.35
0.04 0.04 -0.46
-0.72 0.50 0.48
0.44 -0.04 0.03
1.04 -0.79 -2.06
0.22 2.11 -2.80
0.19 -0.81 2.54
-1.21 -0.46 1.08
0.47 0.93 0.24
-0.43 -0.13 -0.08
0.56 -0.10 -0.17
-0.02 -0.15 0.00
-0.34 -0.39 0.74
0.03 0.09 0.13

Results
Lowest unoccupied orbital energy, eV: -2.3
Energy above the lowest of the compared OMol25 structures with the same formula, charge and spin, kJ/mol: 146.23
M, g/mol: 247.29
HOMO, eV: -12.3
Gap between HOMO and LUMO, eV: 10.010
Multiplicity: 1
Total charge: +1

Mulliken atomic charge list, values in e, 4 entries:
1. Li 0.67
2. C -1.57
3. C 0.41
4. C -0.88

No. 2
C10H29N3O6P2 | the ωB97M-V functional and the def2-TZVPD basis

Geometry (Å):
O 1.1579 -2.8529 -0.5144
P 0.4225 -1.7338 0.0121
O 0.9201 -0.4027 -0.7121
O 0.7125 -1.6559 1.5383
C -1.3193 -1.8954 -0.3724
P -2.6254 -0.8977 0.6595
H 0.2131 0.2691 -0.6832
H 0.1562 -1.0560 2.0770
H -1.5358 -2.9454 -0.2951
H -1.4334 -1.5744 -1.3951
H -3.3812 -0.6834 -0.5111
H -2.9392 -2.0646 1.4107
H -1.6792 0.0831 1.0089
H -3.6421 -0.1650 1.4242
C -3.1672 2.3373 -5.0300
N -3.2567 1.7945 -3.6880
C -4.4481 1.0595 -3.2935
C -2.2748 1.9458 -2.7919
O -2.3087 1.5079 -1.6544
H -3.9785 3.0454 -5.2063
H -3.2333 1.5354 -5.7670
H -2.2188 2.8526 -5.1582
H -4.9242 1.5438 -2.4411
H -4.1836 0.0434 -3.0010
H -5.1438 1.0259 -4.1267
H -1.4141 2.5142 -3.1815
C -0.0594 1.8430 5.9336
N -0.5960 0.9854 4.8918
C -1.6310 0.0159 5.2282
C -0.1746 1.0542 3.6375
O -0.6066 0.3486 2.7285
H 0.3932 1.2382 6.7198
H -0.8557 2.4489 6.3671
H 0.6977 2.5024 5.5179
H -1.2889 -0.9924 4.9983
H -2.5301 0.2115 4.6452
H -1.8613 0.0876 6.2865
H 0.6047 1.8111 3.4709
C 4.0005 -1.5985 -1.1322
N 5.2806 -1.1507 -1.6653
C 6.5035 -1.7865 -1.2118
C 5.3728 -0.1657 -2.5656
O 6.4160 0.2475 -3.0422
H 3.9799 -1.4630 -0.0497
H 3.8419 -2.6519 -1.3570
H 3.1917 -1.0256 -1.5699
H 7.1640 -1.0515 -0.7504
H 7.0337 -2.2314 -2.0544
H 6.2587 -2.5594 -0.4888
H 4.3898 0.2515 -2.8455

Atomic forces in eV per Å
1.45 -1.73 -0.95
-0.65 -0.75 -1.07
-0.74 1.21 0.31
-0.44 0.51 1.39
-0.05 0.94 0.99
-0.32 0.08 -0.43
0.41 0.04 -0.14
0.22 0.20 -0.16
-0.09 -0.57 -0.06
0.04 0.02 -0.53
-0.06 -0.06 0.04
0.15 0.06 0.09
-0.18 -0.03 -0.20
-0.05 0.05 0.19
-0.15 -0.11 0.11
-0.18 0.02 -0.24
0.11 0.02 0.09
0.23 0.08 0.08
0.13 -0.11 0.12
0.02 0.02 -0.05
0.02 0.03 -0.05
0.04 0.01 0.02
-0.03 -0.02 0.01
-0.03 -0.02 0.00
0.00 0.02 -0.05
-0.01 -0.01 0.02
-0.14 -0.12 0.02
-0.11 0.02 0.37
0.03 0.01 -0.11
0.17 0.12 -0.21
0.16 0.09 0.43
0.02 0.03 0.03
0.02 0.03 0.03
0.02 0.01 -0.04
-0.01 -0.03 0.02
-0.03 -0.02 0.00
0.03 0.03 0.04
-0.01 -0.01 -0.06
0.39 -0.08 0.00
-0.17 -0.20 0.22
-0.02 0.10 -0.09
-0.04 0.21 -0.18
0.04 0.01 -0.01
-0.10 -0.03 0.01
-0.11 -0.01 0.04
-0.05 0.04 -0.04
0.04 -0.02 0.01
0.04 -0.02 0.02
-0.04 -0.02 0.02
0.01 -0.01 0.00

Results
Lowest unoccupied orbital energy, eV: 0.4
M, g/mol: 349.30
SMILES: O=P(O)(O)C[PH4].CN(C)C=O.CN(C)C=O.CN(C)C=O
HOMO, eV: -7.9
Gap between HOMO and LUMO, eV: 8.297
Multiplicity: 1
Total charge: 0

Mulliken atomic charge list, values in e, 4 entries:
1. O -0.70
2. P 0.95
3. O -0.47
4. O -0.46

No. 3
C10H30BNO4PS | the ωB97M-V functional and the def2-TZVPD basis

Geometry (Å):
C 0.5129 2.5678 4.3276
C 1.6777 2.4579 3.3444
P 1.2538 2.2113 1.5730
S 0.7190 4.4720 1.5561
C 1.8775 0.3843 1.5517
C 1.2906 -0.6536 2.5033
O -0.0845 -0.9628 2.2355
C -0.3628 1.7862 0.8261
B -1.6595 2.1115 1.6787
O -2.4863 3.1054 1.2583
O -1.9785 1.3918 2.8092
H 0.0794 1.5969 4.5573
H -0.2630 3.2329 3.9567
H 0.8803 3.0004 5.2588
H 2.3551 1.6594 3.6495
H 2.2569 3.3837 3.3728
H 2.2811 2.5197 0.6789
H -0.1427 4.5542 0.5384
H 2.9607 0.4311 1.7177
H 1.7432 0.0087 0.5271
H 1.8827 -1.5757 2.4499
H 1.3295 -0.3295 3.5434
H -0.1229 -1.5443 1.4702
H -0.4195 2.3536 -0.1067
H -0.3425 0.7238 0.5840
H -3.2932 3.1317 1.7855
H -1.9293 0.4332 2.7215
C -1.7460 -2.7968 -2.3049
N -0.9048 -2.0229 -3.2771
C -1.8184 -1.1904 -4.1226
C -0.1616 -2.9723 -4.1563
C 0.0451 -1.0717 -2.5840
C 1.1439 -1.6801 -1.7457
O 0.5740 -2.4153 -0.6745
H -2.5633 -3.2500 -2.8606
H -1.1407 -3.5605 -1.8323
H -2.1351 -2.1127 -1.5559
H -2.5037 -1.8500 -4.6481
H -1.2255 -0.6240 -4.8363
H -2.3728 -0.5135 -3.4773
H 0.4522 -3.6237 -3.5417
H 0.4586 -2.4060 -4.8474
H -0.8843 -3.5681 -4.7082
H -0.5771 -0.4162 -1.9738
H 0.5080 -0.4816 -3.3752
H 1.7328 -0.8346 -1.3792
H 1.8133 -2.3056 -2.3430
H 1.2897 -2.7554 -0.1246

Atomic forces in eV per Å
0.10 0.05 0.10
0.12 0.20 0.15
0.01 -0.71 0.22
-0.01 0.26 0.07
-0.01 -0.05 0.01
0.04 -0.07 -0.12
-0.06 0.00 0.09
-0.14 0.20 -0.43
0.15 -0.11 0.26
0.02 -0.11 -0.03
-0.74 -0.03 -0.30
-0.09 0.00 -0.08
-0.04 -0.03 -0.04
0.02 -0.05 0.01
-0.02 -0.03 -0.05
-0.04 0.02 -0.09
0.01 0.08 -0.09
-0.04 -0.07 -0.07
-0.03 0.00 0.06
0.08 0.07 -0.02
-0.03 -0.01 0.06
-0.05 0.09 -0.04
0.03 0.02 -0.05
0.06 0.08 0.06
-0.05 -0.02 0.05
0.03 0.13 0.08
0.64 0.08 0.17
-0.03 -0.04 -0.05
0.00 0.00 -0.03
0.02 0.01 -0.01
-0.01 -0.02 0.00
-0.01 0.04 0.02
-0.03 -0.08 -0.01
0.11 0.05 0.06
0.00 -0.01 0.00
0.02 0.06 0.06
-0.01 0.00 0.00
0.00 0.00 0.00
0.00 0.00 0.00
0.00 0.00 0.00
0.00 0.00 0.00
-0.01 0.00 0.00
0.00 0.00 0.00
0.02 -0.01 0.02
-0.03 0.04 0.02
0.02 0.00 -0.03
-0.04 -0.01 -0.03
0.00 -0.04 0.00

Results
Lowest unoccupied orbital energy, eV: -2.9
M, g/mol: 302.21
HOMO, eV: -10.1
Gap between HOMO and LUMO, eV: 7.240
Multiplicity: 1
Total charge: +1

Mulliken atomic charge list, values in e, 4 entries:
1. C -1.04
2. C -1.01
3. P 0.50
4. S -0.39

No. 4
C10H30Ba2NO8 | the ωB97M-V functional and the def2-TZVPD basis

Geometry (Å):
Ba -0.8976 2.5939 4.5116
Ba 3.1613 2.9733 0.5110
N -0.1538 1.2513 0.9171
O -0.3416 1.6604 2.0370
O 0.7642 1.7042 0.2667
O -0.9446 0.3963 0.5105
C -3.3421 -1.3115 4.4141
C -2.0367 -1.0535 3.5747
O -1.3808 -0.0232 4.3275
H -3.8719 -2.1394 3.9430
H -4.0123 -0.4524 4.3866
H -3.2375 -1.4658 5.4881
H -2.2397 -0.7466 2.5486
H -1.4344 -1.9557 3.4680
H -0.8127 -0.4891 4.9455
C -1.1037 -0.5151 -4.8807
C -0.9083 0.4623 -3.7510
O -0.3095 -0.1347 -2.6707
H -0.3994 -1.3432 -4.9606
H -1.2718 -0.0187 -5.8365
H -2.0893 -0.9729 -4.7971
H -1.9059 0.7593 -3.4274
H -0.2530 1.3138 -3.9343
H -0.4866 0.3923 -1.8880
C 0.8082 -4.6037 -0.9438
C 0.0740 -3.3340 -0.6201
O 0.2751 -2.7962 0.5879
H 0.4712 -4.8808 -1.9427
H 0.4734 -5.3199 -0.1934
H 1.8835 -4.4255 -0.9345
H -0.9994 -3.5114 -0.6869
H 0.3064 -2.6179 -1.4084
H 0.6905 -1.9377 0.4781
C -0.4065 5.0272 -3.1439
C -0.1048 4.1034 -1.9810
O 1.3022 3.9435 -1.8443
H -0.3308 4.5524 -4.1221
H 0.2043 5.9189 -3.2848
H -1.3455 5.5269 -2.9057
H -0.6767 3.1802 -1.8878
H -0.4809 4.6133 -1.0940
H 1.7064 4.0070 -2.7127
C 2.4552 -1.5688 2.5287
C 3.1052 -0.7334 1.4166
O 3.2601 0.6095 1.9604
H 1.6211 -1.0732 3.0256
H 3.1776 -1.8067 3.3095
H 2.2060 -2.5785 2.2025
H 2.4013 -0.6829 0.5859
H 4.0761 -0.9980 0.9979
H 3.3544 0.5011 2.9096

Atomic forces in eV per Å
-0.70 -0.96 -0.50
-0.59 -0.41 -0.71
-2.81 -2.62 -0.94
0.00 2.42 4.64
2.45 0.87 -1.93
1.06 0.24 -1.12
0.07 -0.07 -1.42
-2.57 -1.01 1.03
1.84 1.49 0.03
-0.15 -0.09 0.33
0.04 0.19 -0.49
0.70 -0.52 -0.17
-0.07 0.52 0.27
0.30 0.13 0.44
0.00 -0.24 0.39
-0.41 0.19 -0.67
-0.87 -1.81 -0.85
0.74 -1.06 0.76
0.28 0.35 0.04
0.68 0.23 -0.08
-0.23 -0.29 0.60
-0.26 1.03 0.04
-0.03 0.88 -0.59
-0.04 0.24 0.83
-0.19 -0.69 0.30
-1.02 0.75 -2.87
0.73 1.03 2.52
0.16 -0.30 0.11
0.45 -0.40 -0.27
-0.03 -0.17 0.07
-0.46 -0.58 -0.14
0.09 0.26 -0.15
0.04 0.06 0.20
-0.52 0.17 -0.29
-0.44 1.73 0.41
1.21 -1.04 1.09
-0.70 -0.20 0.02
0.80 -0.20 0.79
-0.54 -0.54 -0.73
0.32 -0.50 -0.92
0.48 0.30 0.34
-0.04 0.15 -0.26
1.50 -0.90 -0.03
-0.92 -0.06 0.56
-0.14 1.12 -0.56
-0.25 0.07 -0.49
0.29 0.32 0.16
-0.45 0.19 -0.25
0.01 0.41 -0.20
-0.10 -0.68 0.46
0.29 -0.02 0.20

Results
Lowest unoccupied orbital energy (alpha / beta), eV: -12.5 / -15.5
M, g/mol: 567.01
HOMO (alpha / beta), eV: -20.5 / -18.6
Gap between HOMO and LUMO (alpha / beta), eV: 8.024 / 3.073
Multiplicity: 2
Total charge: +4

Mulliken atomic charge list, values in e, 4 entries:
1. Ba 1.85
2. Ba 1.86
3. N 0.77
4. O -0.52